Record 1
This record from OMol25 describes C3H5I in the gas phase at a distorted geometry. The level of theory is ωB97M-V/def2-TZVPD.

Its molecular weight is 167.977 u. For the HOMO energy (spin up / spin down), the calculation gives -0.273 / -0.299 hartree. The total energy is -11284.7841 eV. As for the spin multiplicity: 1. The value obtained for the energy above the lowest of the compared OMol25 structures with the same formula, charge and spin is 7.2447 eV. The value obtained for the frontier orbital gap (spin up / spin down) is 6.735 / 8.499 eV.

Element x y z (Å)
C 0.4881 -0.4017 0.2229
C -3.1288 -0.8589 0.2822
C 1.5785 0.4779 -0.1259
I -1.4590 0.3114 -0.2367
H 0.5644 -1.4637 0.3798
H -3.9460 -0.1397 0.0808
H 2.4873 -0.2790 -0.2709
H 1.4401 1.0828 -1.0067
H 1.9754 1.2709 0.6745

=====

Record 2
This record from OMol25 describes 4 unconnected molecules or ions with the total composition C25H39F9N3O15P2 at a distorted geometry. The level of theory is ωB97M-V/def2-TZVPD.

Its molecular weight is 854.523 u. As for the total charge: +1. For the HOMO energy, the calculation gives -0.448 hartree. The total energy is -104768.4040 eV. As for the spin multiplicity: 1. The value obtained for the frontier orbital gap is 7.664 eV.

Element x y z (Å)
N -3.4111 1.7651 -2.8615
C -3.2257 0.6482 -2.7836
O -2.9841 -0.6231 -2.6237
C -1.7088 -1.1158 -3.1588
P -1.2711 -0.1705 -4.7329
N -2.4369 -0.1093 -5.7498
C -0.6917 -0.8463 -2.0160
C 0.8316 -0.7701 -2.2754
O 1.2567 0.4644 -1.7477
C 2.5726 0.8335 -2.1467
O 2.5287 1.4898 -3.3739
C 3.2905 0.9476 -4.4496
C 3.8597 2.0880 -5.3309
O 3.2124 3.3311 -5.1667
C -1.0560 -1.9204 -1.0510
N -1.7127 -2.8554 -1.6214
C -1.8801 -2.6685 -3.1376
C -3.2700 -3.2625 -3.4857
C -4.1465 -2.6071 -4.5738
C -4.1776 -3.4285 -5.8598
O -4.4230 -4.5962 -5.8202
O -3.9007 -2.7770 -7.0165
C -0.6777 -3.4980 -3.6562
P -0.6261 -3.8800 -5.4249
O -1.0368 -2.7192 -6.2115
O -1.4799 -5.2202 -5.5261
O 0.8941 -4.3112 -5.7037
H -0.0901 -0.8317 -5.0901
H -0.8676 1.0572 -4.1786
H -2.7487 0.8365 -5.9477
H -0.9237 0.1064 -1.5183
H 1.3378 -1.5891 -1.7447
H 1.0921 -0.8807 -3.3354
H 3.2127 -0.0607 -2.1925
H 2.9349 1.5096 -1.3659
H 2.6430 0.2985 -5.0588
H 4.1261 0.3476 -4.0685
H 3.8091 1.7560 -6.3782
H 4.9143 2.2539 -5.0932
H 2.2597 3.2191 -5.2702
H -0.8310 -1.9188 0.0160
H -2.0486 -3.6784 -1.1251
H -3.1362 -4.3087 -3.7838
H -3.8381 -3.2633 -2.5500
H -3.9167 -1.5618 -4.7792
H -5.1799 -2.6536 -4.2068
H -4.6697 -2.2965 -7.3568
H -0.6975 -4.4488 -3.1070
H 0.2796 -3.0186 -3.4246
H -1.1842 -5.8024 -6.2456
H 1.1593 -5.1455 -5.2891
C 5.1988 2.4879 2.7964
C 5.1486 1.2415 3.6485
O 3.9323 0.4770 3.4045
C 3.9249 -0.2847 2.3352
O 4.7816 -0.4462 1.5125
C 2.5803 -1.0440 2.2526
F 1.5315 -0.2411 2.4576
F 2.5360 -2.0362 3.1436
F 2.4392 -1.5899 1.0319
H 4.3136 3.1006 2.9600
H 6.0801 3.0713 3.0604
H 5.2567 2.2394 1.7371
H 5.1025 1.4822 4.7072
H 6.0075 0.5943 3.4770
C -1.9246 2.3595 0.5459
C -0.5007 1.9055 0.7738
O 0.1214 2.6349 1.8565
C -0.1652 2.2649 3.1013
O -0.8821 1.3736 3.4569
C 0.5968 3.1770 4.0913
F 0.5166 4.4585 3.7353
F 1.8930 2.8199 4.1132
F 0.0972 3.0333 5.3150
H -1.9571 3.4335 0.3649
H -2.3444 1.8572 -0.3274
H -2.5527 2.1395 1.4086
H 0.1196 2.1128 -0.0933
H -0.4426 0.8388 0.9869
C -1.2428 0.4519 7.7974
C -0.8298 1.7972 8.3513
O -1.7997 2.2980 9.2970
C -1.7235 1.7983 10.5232
O -0.9431 0.9885 10.9327
C -2.8004 2.4562 11.4204
F -3.9859 2.4952 10.8019
F -2.4327 3.7126 11.7095
F -2.9321 1.7774 12.5542
H -2.2364 0.5142 7.3528
H -0.5350 0.1377 7.0300
H -1.2646 -0.3042 8.5813
H -0.7977 2.5472 7.5659
H 0.1487 1.7547 8.8288

=====

Record 3
This record from OMol25 describes 2 unconnected molecules or ions with the total composition C11H12S2Si at a distorted geometry. The level of theory is ωB97M-V/def2-TZVPD.

Its molecular weight is 236.437 u. For the HOMO energy (spin up / spin down), the calculation gives -0.305 / -0.240 hartree. The total energy is -41144.2047 eV. As for the spin multiplicity: 1. The value obtained for the frontier orbital gap (spin up / spin down) is 7.945 / 6.313 eV.

Element x y z (Å)
C -1.4025 2.3882 2.0883
C 2.6882 1.3713 -2.5116
C -0.5190 1.7620 1.1669
C 1.5339 1.1678 -1.7568
C -2.2290 1.4784 2.7082
C 3.5793 0.2482 -2.3360
C -0.6145 0.4430 1.1934
C 1.5102 0.0126 -0.9985
C -3.4871 -1.7187 -0.9191
C -2.3189 -2.3290 -1.1011
C 1.1394 -2.0926 1.1855
Si 0.3280 -0.7644 0.1749
S -1.8890 -0.1387 2.2666
S 2.9763 -0.8939 -1.1807
H -1.3624 3.4001 2.3033
H 2.8565 2.2750 -3.0300
H 0.2513 2.2445 0.7703
H 0.8476 2.0258 -1.7788
H -2.8500 1.7349 3.6549
H 4.6798 0.2667 -2.5404
H -4.1704 -1.8718 -1.6509
H -3.5353 -0.9609 -0.1050
H -2.1521 -3.0944 -1.8161
H 1.8303 -2.9069 0.7336
H 1.9155 -1.4774 1.6984
H 0.3938 -2.5700 1.7807

=====

Record 4
This record from OMol25 describes a molecular structure, C5H13NOP at a distorted geometry. The level of theory is ωB97M-V/def2-TZVPD.

Its molecular weight is 134.139 u. As for the total charge: -1. For the HOMO energy, the calculation gives -0.080 hartree. The total energy is -18219.3175 eV. As for the spin multiplicity: 1. The value obtained for the energy above the lowest of the compared OMol25 structures with the same formula, charge and spin is 2.9277 eV. The value obtained for the frontier orbital gap is 6.137 eV.

Element x y z (Å)
C 0.5813 -1.7690 1.0514
C -1.0526 -1.6411 -0.8844
C 1.3401 -0.6661 -1.0750
C -0.6755 3.3776 -0.0507
C 0.0614 -0.9079 -0.2352
N -0.5669 0.4085 0.1470
O 0.2049 1.1177 1.2062
P 0.8320 2.3109 0.2841
H 0.9155 -2.7508 0.7044
H 1.3532 -1.1386 1.4651
H -0.1937 -1.8147 1.9066
H -1.6213 -0.9631 -1.4971
H -1.6421 -1.8959 -0.1165
H -0.8951 -2.5489 -1.5408
H 0.9415 -0.0557 -1.8709
H 2.0706 -0.2229 -0.4040
H 1.6197 -1.7312 -1.4192
H -0.3043 4.3672 -0.4327
H -1.3073 3.6351 0.7772
H -1.3379 2.6539 -0.7318
H 1.2490 3.0666 1.5591

=====

Record 5
This record from OMol25 describes a molecular structure, C41H40N4O4PSc. The level of theory is ωB97M-V/def2-TZVPD.

Its molecular weight is 728.725 u. As for the total charge: +2. For the HOMO energy, the calculation gives -0.445 hartree. The total energy is -87298.0842 eV. As for the spin multiplicity: 1. The value obtained for the energy above the lowest of the compared OMol25 structures with the same formula, charge and spin is 0.0000 eV. The value obtained for the frontier orbital gap is 5.346 eV.

Element x y z (Å)
Sc -0.2293 -1.1092 -0.4672
O -4.0307 -3.3583 -0.3137
C -2.9244 -2.7156 -0.0768
O -2.2363 -2.1707 -0.9223
C -2.4961 -2.6872 1.3499
C -3.1945 -3.2107 2.4205
C -2.6104 -3.1113 3.6735
C -1.3579 -2.5268 3.7942
C -0.7410 -2.0480 2.6510
N -1.3144 -2.1090 1.4623
C 0.6469 -1.4830 2.5248
O 1.4585 -1.3969 3.5424
O 1.0343 -1.1639 1.4188
H -4.2437 -3.3546 -1.2624
H -4.1575 -3.6794 2.2705
H -3.1145 -3.5001 4.5483
H -0.8887 -2.4629 4.7683
H 1.0544 -1.6469 4.3848
C -1.7594 -0.6827 -3.3741
N -1.4359 0.1895 -2.2135
C -2.6547 0.9115 -1.8177
C -0.3487 1.0745 -2.6262
C -0.5432 2.3353 -3.1667
C 0.5396 3.0865 -3.5969
C 1.8222 2.5884 -3.4390
C 2.0232 1.3300 -2.8917
C 0.9390 0.5329 -2.5301
N 1.0255 -0.7830 -2.0202
C 1.9473 -1.7292 -2.4955
C 2.7997 -1.5618 -3.5889
C 3.6888 -2.5592 -3.9575
C 3.7395 -3.7566 -3.2610
C 2.8547 -3.9585 -2.2174
C 1.9656 -2.9625 -1.8471
N 0.9483 -3.2025 -0.8075
C -0.0323 -4.1755 -1.3523
C 1.5658 -3.7914 0.4019
H -2.0721 -0.0664 -4.2188
H -2.5656 -1.3633 -3.1145
H -0.8798 -1.2542 -3.6632
H -3.1620 1.3519 -2.6780
H -2.4102 1.7071 -1.1204
H -3.3486 0.2074 -1.3543
H -1.5414 2.7488 -3.2570
H 0.3751 4.0644 -4.0311
H 2.6773 3.1826 -3.7392
H 3.0291 0.9602 -2.7446
H 2.7466 -0.6584 -4.1772
H 4.3461 -2.3977 -4.8027
H 4.4363 -4.5346 -3.5402
H 2.8602 -4.9166 -1.7103
H 0.4626 -5.1079 -1.6259
H -0.5096 -3.7637 -2.2394
H -0.7877 -4.4009 -0.5969
H 1.9728 -4.7801 0.1976
H 0.8082 -3.9018 1.1807
H 2.3651 -3.1482 0.7571
C -1.1098 5.6342 -0.7997
C -2.0593 4.9120 -0.0917
C -1.7539 3.6457 0.3915
C -0.4979 3.0878 0.1629
C 0.4488 3.8163 -0.5568
C 0.1451 5.0839 -1.0276
P 0.0035 1.4355 0.7928
C 1.6450 1.8574 1.4856
C 2.7914 1.1696 1.0999
C 4.0352 1.5442 1.5962
C 4.1375 2.6042 2.4806
C 2.9983 3.3130 2.8540
C 1.7608 2.9506 2.3517
C -1.0887 1.1846 2.2565
C -2.4281 0.8562 2.0245
C -3.3019 0.6166 3.0757
C -2.8447 0.6816 4.3875
C -1.5116 0.9807 4.6329
C -0.6385 1.2274 3.5770
H -1.3450 6.6254 -1.1664
H -3.0356 5.3391 0.1020
H -2.4957 3.1193 0.9797
H 1.4295 3.4002 -0.7499
H 0.8951 5.6452 -1.5719
H 2.7224 0.3550 0.3913
H 4.9235 1.0099 1.2838
H 5.1051 2.8930 2.8712
H 3.0795 4.1601 3.5235
H 0.8832 3.5287 2.6182
H -2.8003 0.7920 1.0052
H -4.3457 0.4020 2.8750
H -3.5296 0.5168 5.2109
H -1.1505 1.0496 5.6533
H 0.3908 1.4822 3.7929

=====

Record 6
This record from OMol25 describes C4H7NO in the gas phase. The level of theory is ωB97M-V/def2-TZVPD.

Its molecular weight is 85.106 u. For the HOMO energy, the calculation gives -0.355 hartree. The total energy is -7797.9508 eV. As for the spin multiplicity: 1. The structure (SMILES) is C[C@H]1NCC1=O. The value obtained for the energy above the lowest of the compared OMol25 structures with the same formula, charge and spin is 1.6936 eV. The value obtained for the frontier orbital gap is 10.523 eV.

Element x y z (Å)
C -0.1958 1.3381 1.0206
C 0.2121 -0.0747 0.6311
N -0.8975 -0.8562 0.0129
C -0.2389 -0.8740 -1.3191
C 0.9757 -0.1916 -0.6915
O 2.0911 0.0615 -1.0497
H -0.8283 1.3217 1.9133
H -0.7703 1.7997 0.2107
H 0.6867 1.9543 1.2215
H 0.7229 -0.5776 1.4632
H -0.9516 -1.7900 0.4053
H -0.7663 -0.2556 -2.0548
H -0.0396 -1.8555 -1.7635